# 1
Entry from OMol25: one molecule with the formula C2H4ClNOS (ωB97M-V with the def2-TZVPD basis set).

Its SMILES is CN(C=O)SCl. The HOMO-LUMO gap is 8.98 eV. As for the LUMO energy: -0.9691 eV. Its energy above the lowest of the compared OMol25 structures with the same formula, charge and spin is 119.9 kJ/mol. The calculation puts the highest occupied orbital energy at -9.95 eV. As for the calculated total energy: -29032.776 eV.

Geometry as ORCA input:
```
! RIJCOSX wB97M-V def2-TZVPD def2/J DEFGRID3
* xyz 0 1
C -0.503 -1.017 -0.124
N 0.040 0.268 0.098
C -0.526 1.463 0.099
O -1.701 1.583 -0.121
S 1.717 0.101 0.984
Cl 2.740 -0.491 -0.778
H -1.276 -0.986 -0.984
H 0.356 -1.754 -0.326
H -1.035 -1.468 0.820
H 0.189 2.302 0.332
*
```

---

# 2
Entry from OMol25: a 4-piece molecular cluster, H8O4 overall (ωB97M-V with the def2-TZVPD basis set).

Its SMILES is O.O.O.O. The HOMO-LUMO gap is 11.51 eV. As for the LUMO energy: 0.4321 eV. Its energy above the lowest of the compared OMol25 structures with the same formula, charge and spin is 79.6 kJ/mol. The calculation puts the highest occupied orbital energy at -11.08 eV. As for the calculated total energy: -8319.851 eV.

Geometry as ORCA input:
```
! RIJCOSX wB97M-V def2-TZVPD def2/J DEFGRID3
* xyz 0 1
O 1.609 -1.027 1.276
H 1.017 -0.575 1.864
H 1.430 -1.959 1.490
O -0.259 -1.260 -0.807
H 0.017 -0.458 -1.223
H 0.355 -1.319 -0.074
O -2.122 0.696 0.275
H -1.629 -0.002 -0.203
H -2.403 1.290 -0.425
O 0.831 1.242 -0.965
H 0.053 1.792 -1.100
H 1.103 1.581 -0.108
*
```

---

# 3
Entry from OMol25: C11H4BrCl4MnNO3 as an isolated structure (ωB97M-V with the def2-TZVPD basis set).

The HOMO-LUMO gap (alpha / beta) is 6.90 / 6.97 eV. As for the LUMO energy (alpha / beta): -1.2678 / -1.3200 eV. Its energy above the lowest of the compared OMol25 structures with the same formula, charge and spin is 86.8 kJ/mol. The calculation puts the highest occupied orbital energy (alpha / beta) at -8.17 / -8.29 eV. Its expectation value of S² is 8.81. As for the calculated total energy: -170556.895 eV.

Geometry as ORCA input:
```
! RIJCOSX wB97M-V def2-TZVPD def2/J DEFGRID3
* xyz 0 6
Mn 0.266 -0.490 0.000
Cl 2.740 5.671 0.000
C 2.581 3.956 0.000
C 3.712 3.143 0.000
Cl 5.282 3.850 0.000
C 3.586 1.750 0.000
Cl 4.953 0.712 0.000
C 2.319 1.190 0.000
O 2.068 -0.131 0.000
C 1.188 2.007 0.000
O 0.013 1.346 0.000
C 1.306 3.384 0.000
Cl -0.127 4.339 0.000
O -5.813 -1.352 0.000
C -4.497 -1.099 0.000
C -3.978 0.204 0.000
C -2.620 0.389 0.000
N -1.770 -0.670 0.000
C -2.300 -1.868 0.000
Br 0.556 -2.834 0.000
C -3.627 -2.187 0.000
H -6.319 -0.531 0.000
H -4.636 1.063 0.000
H -2.157 1.365 0.000
H -3.993 -3.203 0.000
*
```

---

# 4
Entry from OMol25: C17H32ClMoN6O2PS3 as an isolated structure (ωB97M-V with the def2-TZVPD basis set).

The HOMO-LUMO gap (alpha / beta) is 6.75 / 6.71 eV. As for the LUMO energy (alpha / beta): -3.1087 / -2.7602 eV. Its energy above the lowest of the compared OMol25 structures with the same formula, charge and spin is 0.0 kJ/mol. The calculation puts the highest occupied orbital energy (alpha / beta) at -9.86 / -9.47 eV. Its expectation value of S² is 0.76. As for the calculated total energy: -87354.130 eV.

Geometry as ORCA input:
```
! RIJCOSX wB97M-V def2-TZVPD def2/J DEFGRID3
* xyz 1 2
Mo -0.012 0.572 0.131
C 2.516 0.649 2.161
C 1.276 0.369 3.025
N 0.253 -0.399 2.305
C 0.336 -1.832 2.568
C 1.521 -2.497 1.887
S 1.566 -2.085 0.099
C 3.193 -1.275 -0.080
C 3.103 0.247 -0.183
N 2.140 0.838 0.751
H 3.224 -0.178 2.236
H 3.023 1.539 2.549
H 0.836 1.318 3.327
H 1.582 -0.161 3.937
H -0.658 -0.090 2.652
H -0.581 -2.285 2.191
H 0.392 -2.019 3.652
H 1.406 -3.578 1.960
H 2.472 -2.219 2.333
H 3.598 -1.669 -1.012
H 3.832 -1.605 0.736
H 2.755 0.505 -1.188
H 4.105 0.679 -0.036
H 2.134 1.840 0.555
N -4.256 0.253 -0.311
C -4.087 1.581 -0.573
C -2.744 1.798 -0.610
N -2.074 0.636 -0.350
C -3.016 -0.298 -0.188
C -2.705 -1.686 -0.065
N -1.468 -2.105 0.121
C -1.511 -3.458 0.071
C -2.797 -3.875 -0.135
N -3.558 -2.745 -0.212
H -5.141 -0.204 -0.157
H -4.906 2.261 -0.699
H -2.234 2.716 -0.838
H -0.624 -4.046 0.177
H -3.219 -4.856 -0.209
H -4.548 -2.732 -0.404
C -2.612 1.845 -5.554
C -2.025 1.036 -4.409
O -0.648 1.394 -4.342
P 0.399 1.010 -3.218
S 0.217 -0.863 -2.551
S 0.375 2.343 -1.675
O 1.648 1.332 -4.147
C 2.940 1.743 -3.729
C 3.931 0.600 -3.851
H -3.667 1.622 -5.684
H -2.083 1.609 -6.474
H -2.487 2.904 -5.347
H -2.116 -0.040 -4.584
H -2.515 1.273 -3.456
H 2.892 2.137 -2.705
H 3.218 2.567 -4.392
H 3.594 -0.258 -3.271
H 4.907 0.924 -3.498
H 4.010 0.297 -4.892
Cl -1.729 1.949 2.471
C -0.412 2.358 1.329
H 0.392 2.768 1.952
H -0.796 3.206 0.759
*
```

---

# 5
Entry from OMol25: C26H19BiCl3GeN4O4 as an isolated structure (ωB97M-V with the def2-TZVPD basis set).

The HOMO-LUMO gap (alpha / beta) is 7.49 / 6.04 eV. As for the LUMO energy (alpha / beta): -0.3260 / -2.2871 eV. Its energy above the lowest of the compared OMol25 structures with the same formula, charge and spin is 0.0 kJ/mol. The calculation puts the highest occupied orbital energy (alpha / beta) at -7.82 / -8.33 eV. Its expectation value of S² is 0.77. As for the calculated total energy: -141347.598 eV.

Geometry as ORCA input:
```
! RIJCOSX wB97M-V def2-TZVPD def2/J DEFGRID3
* xyz 0 2
Bi -0.313 0.133 -0.358
O -1.294 -4.214 -1.688
C -1.198 -3.159 -1.097
N -1.161 -1.910 -1.596
C -1.796 -1.623 -2.773
C -2.781 -2.482 -3.326
C -3.333 -2.125 -4.526
C -2.956 -0.930 -5.183
C -1.948 -0.098 -4.696
C -1.401 -0.362 -3.420
N -0.499 0.454 -2.814
C 0.247 1.459 -3.441
O 0.370 1.561 -4.651
C 1.072 2.359 -2.532
C 1.844 3.384 -3.124
C 2.615 4.168 -2.277
C 2.847 3.716 -0.941
C 2.117 2.656 -0.519
N 1.216 2.020 -1.299
C -1.090 -3.275 0.419
C -1.351 -4.523 1.006
C -1.208 -4.586 2.397
C -0.811 -3.459 3.061
C -0.622 -2.256 2.401
N -0.730 -2.182 1.033
H -2.997 -3.429 -2.829
H -4.101 -2.717 -5.008
H -3.424 -0.722 -6.103
H -1.558 0.790 -5.251
H 1.729 3.552 -4.210
H 3.145 5.070 -2.618
H 3.483 4.205 -0.207
H 2.216 2.291 0.463
H -1.745 -5.366 0.448
H -1.495 -5.479 2.950
H -0.729 -3.520 4.104
H -0.425 -1.350 2.912
C -2.146 2.308 3.675
C -1.151 1.585 2.832
O -1.555 1.128 1.764
C 0.239 1.518 3.265
C 0.651 1.965 4.541
C 1.938 1.947 4.979
C 2.977 1.587 4.104
C 2.631 1.001 2.895
C 1.271 0.967 2.451
O 1.103 0.417 1.316
H -3.126 2.276 3.192
H -1.837 3.334 3.944
H -2.267 1.775 4.648
H -0.028 2.353 5.272
H 2.191 2.365 5.939
H 4.065 1.623 4.424
H 3.337 0.586 2.209
Cl 1.801 -1.868 -3.383
Ge 1.893 -1.375 -1.254
Cl 2.281 -3.324 -0.386
Cl 3.794 -0.219 -1.135
*
```

---

# 6
Entry from OMol25: C30H47N4O2Si4TeV as an isolated structure (ωB97M-V with the def2-TZVPD basis set).

The HOMO-LUMO gap (alpha / beta) is 5.59 / 6.13 eV. As for the LUMO energy (alpha / beta): -3.6430 / -3.5699 eV. Its energy above the lowest of the compared OMol25 structures with the same formula, charge and spin is 0.0 kJ/mol. The calculation puts the highest occupied orbital energy (alpha / beta) at -9.24 / -9.70 eV. Its expectation value of S² is 3.77. As for the calculated total energy: -106415.271 eV.

Geometry as ORCA input:
```
! RIJCOSX wB97M-V def2-TZVPD def2/J DEFGRID3
* xyz 1 4
V 0.233 1.422 0.559
O 5.883 1.079 -3.757
N 6.169 0.899 -2.593
O 7.287 0.704 -2.177
C 5.063 0.931 -1.593
C 5.380 0.480 -0.370
C 4.393 0.426 0.666
C 4.674 -0.035 1.963
C 3.664 -0.053 2.890
C 2.391 0.383 2.512
N 2.105 0.815 1.293
C 3.096 0.832 0.374
C 2.774 1.329 -0.938
N 1.494 1.733 -1.106
C 1.138 2.235 -2.276
C 2.038 2.370 -3.332
C 3.337 1.960 -3.179
C 3.744 1.407 -1.946
H 6.388 0.149 -0.169
H 5.674 -0.367 2.216
H 3.828 -0.396 3.901
H 1.569 0.374 3.215
H 0.106 2.542 -2.375
H 1.703 2.801 -4.265
H 4.039 2.059 -3.989
C -0.427 -3.385 2.408
Si 0.097 -3.490 0.610
C 1.795 -2.696 0.417
C 0.252 -5.281 0.074
Si -1.485 -2.337 -0.682
Te -1.942 -0.115 0.462
Si -3.598 -3.364 -0.698
C -3.466 -5.099 -1.403
C -4.277 -3.447 1.045
C -4.729 -2.340 -1.791
Si -0.824 -1.846 -2.885
C 1.021 -1.477 -2.976
C -1.159 -3.299 -4.025
C -1.803 -0.353 -3.468
H 0.283 -3.922 3.045
H -1.419 -3.815 2.569
H -0.465 -2.341 2.729
H 2.488 -3.129 1.146
H 1.739 -1.621 0.593
H 2.203 -2.860 -0.582
H 0.953 -5.802 0.735
H 0.638 -5.357 -0.946
H -0.699 -5.817 0.111
H -2.886 -5.760 -0.754
H -3.007 -5.112 -2.395
H -4.470 -5.528 -1.494
H -3.688 -4.125 1.670
H -5.304 -3.826 1.022
H -4.288 -2.464 1.523
H -4.431 -2.416 -2.841
H -4.721 -1.284 -1.507
H -5.758 -2.705 -1.711
H 1.605 -2.393 -2.852
H 1.335 -0.774 -2.204
H 1.268 -1.053 -3.955
H -0.658 -4.207 -3.680
H -0.791 -3.076 -5.032
H -2.228 -3.514 -4.104
H -1.595 0.509 -2.832
H -2.879 -0.538 -3.417
H -1.545 -0.106 -4.504
C -1.844 2.252 3.636
N -2.813 3.167 2.965
C -3.161 4.316 3.849
C -2.344 3.617 1.576
C -0.995 4.267 1.592
C -0.919 5.638 1.858
C 0.307 6.280 1.889
C 1.456 5.540 1.635
C 1.359 4.186 1.342
C 0.139 3.486 1.305
H -2.271 1.945 4.588
H -0.917 2.799 3.782
H -1.684 1.388 2.995
H -3.666 2.635 2.798
H -2.253 4.881 4.043
H -3.573 3.929 4.777
H -3.891 4.943 3.344
H -3.138 4.276 1.224
H -2.349 2.705 0.981
H -1.827 6.215 2.013
H 0.367 7.342 2.090
H 2.426 6.025 1.649
H 2.284 3.656 1.124
*
```

---

# 7
Entry from OMol25: one molecule with the formula C2HCl3Si (ωB97M-V with the def2-TZVPD basis set).

Its SMILES is C#C[Si](Cl)(Cl)Cl. The HOMO-LUMO gap is 10.88 eV. As for the LUMO energy: 0.4176 eV. Its energy above the lowest of the compared OMol25 structures with the same formula, charge and spin is 38.9 kJ/mol. The calculation puts the highest occupied orbital energy at -10.46 eV. As for the calculated total energy: -47536.879 eV.

Geometry as ORCA input:
```
! RIJCOSX wB97M-V def2-TZVPD def2/J DEFGRID3
* xyz 0 1
C -1.515 -0.340 -1.581
C -0.742 -0.128 -0.690
Si 0.837 0.184 0.837
Cl -0.149 0.171 2.586
Cl 1.672 1.960 0.442
Cl 2.146 -1.328 0.720
H -2.249 -0.519 -2.313
*
```

---

# 8
Entry from OMol25: a 4-piece molecular cluster, C32H51NO2 overall (ωB97M-V with the def2-TZVPD basis set).

Its SMILES is Nc1cccc2c1C(=O)c1ccccc1C2=O.CCCCCC.CCCCCC.CCCCCC. The HOMO-LUMO gap is 8.23 eV. As for the LUMO energy: -0.6300 eV. The calculation puts the highest occupied orbital energy at -8.86 eV. As for the calculated total energy: -39597.620 eV.

Geometry as ORCA input:
```
! RIJCOSX wB97M-V def2-TZVPD def2/J DEFGRID3
* xyz 0 1
N 1.733 -0.186 0.430
C 1.596 1.173 0.782
C 2.617 1.837 1.471
C 2.521 3.180 1.793
C 1.384 3.902 1.450
C 0.352 3.253 0.787
C 0.447 1.898 0.431
C -0.725 1.290 -0.284
O -0.635 0.449 -1.149
C -2.055 1.829 0.146
C -3.184 1.018 0.175
C -4.389 1.544 0.623
C -4.471 2.879 1.010
C -3.354 3.702 0.948
C -2.142 3.171 0.522
C -0.902 3.994 0.451
O -0.913 5.163 0.139
H 0.999 -0.751 0.839
H 2.614 -0.549 0.773
H 3.498 1.272 1.754
H 3.325 3.670 2.327
H 1.284 4.952 1.691
H -3.090 -0.011 -0.150
H -5.263 0.906 0.665
H -5.415 3.279 1.357
H -3.422 4.746 1.225
C -0.029 -5.253 -4.930
C 0.096 -5.457 -3.424
C -1.231 -5.362 -2.675
C -1.924 -4.003 -2.781
C -1.076 -2.819 -2.316
C -0.659 -2.902 -0.853
H -0.404 -4.258 -5.173
H 0.939 -5.367 -5.420
H -0.712 -5.986 -5.366
H 0.805 -4.732 -3.016
H 0.531 -6.443 -3.235
H -1.059 -5.602 -1.622
H -1.910 -6.134 -3.051
H -2.845 -4.037 -2.189
H -2.239 -3.830 -3.814
H -1.641 -1.897 -2.470
H -0.183 -2.728 -2.941
H -1.536 -2.966 -0.203
H -0.089 -2.017 -0.576
H -0.034 -3.777 -0.657
C -1.514 6.229 3.897
C -2.277 7.509 3.571
C -2.447 8.440 4.769
C -3.234 7.844 5.938
C -4.639 7.358 5.584
C -5.554 8.465 5.069
H -2.039 5.622 4.637
H -1.388 5.618 3.001
H -0.520 6.455 4.290
H -3.255 7.253 3.153
H -1.746 8.048 2.783
H -2.931 9.362 4.436
H -1.458 8.735 5.132
H -3.309 8.599 6.727
H -2.671 7.013 6.372
H -5.086 6.912 6.476
H -4.582 6.557 4.842
H -5.646 9.266 5.804
H -6.555 8.081 4.866
H -5.177 8.902 4.143
C 3.279 -5.851 -1.214
C 3.812 -5.204 -2.489
C 3.983 -6.187 -3.646
C 4.979 -7.319 -3.385
C 6.390 -6.860 -3.021
C 7.065 -6.039 -4.115
H 3.966 -6.603 -0.824
H 3.131 -5.105 -0.431
H 2.317 -6.336 -1.399
H 4.760 -4.702 -2.274
H 3.120 -4.419 -2.803
H 4.284 -5.633 -4.540
H 3.009 -6.628 -3.880
H 5.031 -7.947 -4.281
H 4.598 -7.964 -2.589
H 6.998 -7.744 -2.811
H 6.368 -6.283 -2.092
H 7.121 -6.605 -5.047
H 8.082 -5.767 -3.827
H 6.524 -5.114 -4.317
*
```